C5H11NO | wB97M-V/def2-TZVPD

Geometry as XYZ:
```
18
C5H11NO | the OMol25 dataset | wB97M-V/def2-TZVPD
C -1.0923 1.9254 -1.6387
N -0.3351 1.1027 -0.7287
C -0.1959 -0.2331 -0.8694
O -0.6785 -0.8978 -1.7752
C 0.6354 -0.8577 0.2517
C 1.2585 0.0684 1.3382
C -0.2426 -1.9080 0.9403
H -0.4675 2.6995 -2.0964
H -1.9407 2.3990 -1.1343
H -1.4691 1.2645 -2.4223
H 0.1287 1.4631 0.0877
H 1.4524 -1.3677 -0.2754
H 0.5450 0.3549 2.1259
H 1.7665 0.9938 1.0231
H 2.0394 -0.5183 1.8228
H 0.3345 -2.4558 1.6919
H -1.0866 -1.4158 1.4419
H -0.6522 -2.6170 0.2168
```

Values from the calculation:
- E (eV) = -8901.43154
- energy above the lowest of the compared OMol25 structures with the same formula, charge and spin (kJ/mol) = 25.65
- SMILES string = CNC(=O)C(C)C
- net charge = 0
- HOMO energy (eV) = -9.56
- E_LUMO (eV) = 0.85

natural (NBO) population analysis, charges in e, atoms 1 to 2:
1. C -0.423
2. N -0.614